Record 1
A structure of composition C6H12OPTi in a non-equilibrium geometry. Source: the Open Molecules 2025 dataset; level of theory: the ωB97M-V functional and the def2-TZVPD basis.

Structure (XYZ):
```
21
Properties=species:S:1:pos:R:3
C 1.401 -0.280 -1.296
C 0.350 0.055 -2.221
C -0.832 -0.727 -2.181
C -0.322 -1.858 -1.463
C 0.976 -1.655 -0.838
Ti -0.418 -0.183 -0.228
P 0.019 2.175 0.225
H 2.234 0.508 -1.159
H 0.497 0.753 -3.022
H -1.867 -0.440 -2.473
H 1.498 -2.483 -0.243
H -0.827 -2.771 -1.641
H -1.248 2.508 0.874
H -0.056 3.065 -0.955
H 0.935 2.850 1.129
C -0.557 0.065 2.818
O -0.378 -0.829 1.673
H -0.836 -0.551 3.667
H -1.291 0.847 2.540
H 0.446 0.475 2.970
H 0.274 -1.523 1.825
```

Its net charge is +1. The multiplicity is 1. Its LUMO energy (alpha / beta) is -3.64 / -3.64 eV.

=====

Record 2
A structure of composition C6H12OS in a non-equilibrium geometry. Source: the Open Molecules 2025 dataset; level of theory: the ωB97M-V functional and the def2-TZVPD basis.

Structure (XYZ):
```
20
Properties=species:S:1:pos:R:3
C -1.557 1.318 0.126
C -1.753 -0.178 -0.065
C -0.455 -0.885 0.198
C 0.100 -2.069 -0.539
C 0.877 -0.647 -0.595
C 2.224 1.380 0.065
H -2.087 2.153 -1.048
H -2.172 1.646 1.307
H -0.167 1.508 0.175
H -2.559 -0.599 0.595
H -2.043 -0.394 -1.026
H 0.583 -1.344 1.826
H -0.256 -2.316 -1.511
H 0.462 -2.727 0.355
H 0.560 -0.320 -1.692
H 1.552 1.479 1.088
H 3.434 1.794 -0.222
H 1.216 1.482 -1.034
O -0.255 -0.802 1.671
S 2.295 -0.478 0.327
```

The multiplicity is 1. Its relative energy (zero: lowest compared OMol25 entry of this formula, charge and spin) is 210.81 kcal per mole. Its LUMO energy is 0.57 eV.

=====

Record 3
An isolated molecule of C6H12OS in a non-equilibrium geometry. Source: the Open Molecules 2025 dataset; level of theory: the ωB97M-V functional and the def2-TZVPD basis.

Structure (XYZ):
```
20
Properties=species:S:1:pos:R:3
C -1.936 -2.697 0.247
C -0.685 -0.448 -0.668
C 0.347 0.389 -0.743
C 0.807 0.932 -2.061
C 1.084 0.874 0.487
C 0.698 2.296 0.879
H -2.594 -2.612 -0.632
H -1.091 -3.316 -0.003
H -2.510 -3.169 1.051
H -1.213 -0.737 -1.558
H 1.892 0.760 -2.223
H 0.272 0.494 -2.888
H 0.674 2.028 -2.101
H 0.871 0.206 1.335
H 1.249 2.594 1.752
H -0.383 2.356 1.085
H 0.933 3.004 0.065
H 2.803 0.014 0.128
O 2.493 0.901 0.258
S -1.421 -1.057 0.818
```

The multiplicity is 1. Its relative energy (zero: lowest compared OMol25 entry of this formula, charge and spin) is 13.07 kcal per mole. Its LUMO energy is 0.84 eV. The SMILES is CS/C=C(/C)[C@H](C)O.

=====

no.,E_tot (Eh)
1,-1501.478690
2,-708.903427
3,-709.218545